# 1
A cluster of 10 separate species, C40H80O28 in total in a non-equilibrium geometry. Source: OMol25; level of theory: wB97M-V/def2-TZVPD.

CARTESIAN COORDINATES (ANGSTROEM)
C 2.5385 1.1616 5.1880
C 1.6675 1.4937 6.3539
O 2.4320 2.2372 7.3471
C 1.7830 2.7443 8.4450
O 0.5889 2.6042 8.6103
O 2.6506 3.3833 9.2024
C 2.0399 3.8357 10.4899
H 1.9542 0.7467 4.3667
H 3.2268 0.3556 5.4425
H 3.0467 2.0315 4.7719
H 1.1718 0.6087 6.7527
H 0.8297 2.1215 6.0504
H 1.4105 4.7007 10.2807
H 2.7770 4.1176 11.2417
H 1.4569 3.0447 10.9616
C 6.1160 0.8774 -5.1766
C 6.6439 0.1128 -4.0462
O 6.9858 0.8481 -2.8715
C 6.5742 0.5778 -1.6386
O 5.7989 -0.3065 -1.3008
O 7.1645 1.5396 -0.8341
C 6.5212 1.8692 0.4138
H 6.9170 1.5955 -5.3519
H 5.1981 1.3371 -4.8100
H 6.0425 0.2835 -6.0877
H 7.5702 -0.3375 -4.4032
H 5.9591 -0.6889 -3.7699
H 5.4669 2.1311 0.3239
H 7.0074 2.7137 0.9021
H 6.4790 0.9999 1.0700
C -2.0489 1.6575 -5.0298
C -3.0440 2.7291 -5.4637
O -4.3608 2.6843 -4.8866
C -5.0801 3.7693 -4.9608
O -4.8331 4.6960 -5.7086
O -6.1352 3.5929 -4.2040
C -7.2451 4.5543 -4.3209
H -1.0873 1.6994 -5.5413
H -2.4554 0.6828 -5.2995
H -1.6896 1.6884 -4.0012
H -3.1800 2.7642 -6.5447
H -2.5019 3.6179 -5.1410
H -7.9065 4.0389 -5.0173
H -7.0180 5.4340 -4.9233
H -7.7288 4.8440 -3.3881
C 8.5731 5.3177 -3.0590
C 7.4413 5.7928 -4.0861
O 6.1761 5.1847 -3.9225
C 5.3343 5.5862 -3.0066
O 5.5135 6.5062 -2.1996
O 4.2562 4.7455 -3.0464
C 3.5167 4.5344 -1.8946
H 9.5307 5.7780 -3.3024
H 8.5648 4.2302 -2.9858
H 8.3166 5.5756 -2.0315
H 7.7518 5.5629 -5.1053
H 7.4093 6.8780 -4.1828
H 3.0529 3.5482 -1.9171
H 2.9033 5.3901 -1.6123
H 4.2815 4.4934 -1.1191
C -3.5743 -3.0366 5.7880
C -4.0295 -4.2131 4.8510
O -5.0144 -5.0626 5.2085
C -6.2090 -4.9768 4.7601
O -6.6387 -4.2597 3.8343
O -6.9822 -5.8092 5.5556
C -8.3789 -5.9598 5.2553
H -4.3240 -2.2656 5.9659
H -2.7354 -2.6047 5.2423
H -3.1947 -3.4264 6.7324
H -3.1445 -4.8119 4.6357
H -4.1495 -3.7822 3.8570
H -8.9544 -5.0405 5.1462
H -8.8852 -6.3593 6.1341
H -8.6359 -6.6676 4.4673
C -2.3275 3.1203 2.0269
C -2.4034 2.9566 3.5185
O -2.6369 4.2339 4.1282
C -1.6636 5.0176 4.3174
O -0.4193 4.8432 4.1220
O -2.1606 6.0905 4.9016
C -1.3269 7.1435 5.3226
H -2.8411 3.9908 1.6186
H -2.7268 2.1753 1.6587
H -1.2859 3.2872 1.7526
H -1.5125 2.4556 3.8972
H -3.1867 2.2817 3.8635
H -0.4801 6.9018 5.9651
H -1.9779 7.8769 5.7984
H -0.8520 7.6419 4.4775
C -6.5501 6.2720 1.9593
C -7.4120 5.0502 1.8732
O -7.0221 4.2600 0.7203
C -6.8752 2.9634 0.8168
O -7.1941 2.3053 1.8002
O -6.4273 2.4785 -0.4260
C -6.3451 1.1280 -0.7724
H -6.1948 6.7990 1.0738
H -5.6434 6.1051 2.5407
H -7.0130 7.0603 2.5529
H -8.4830 5.2525 1.8727
H -7.1150 4.5320 2.7850
H -5.7901 0.5309 -0.0488
H -5.6947 1.1551 -1.6466
H -7.3127 0.6550 -0.9402
C 9.6348 -3.7321 -0.2140
C 9.5733 -5.0352 0.6521
O 8.9399 -4.7740 1.8950
C 7.6097 -5.0334 2.0722
O 7.1465 -5.0855 3.2170
O 6.9037 -5.3186 0.9431
C 5.5766 -5.6321 1.0173
H 9.3165 -2.9055 0.4212
H 8.8241 -3.8085 -0.9385
H 10.5511 -3.4483 -0.7316
H 10.6113 -5.2638 0.8941
H 9.1859 -5.9017 0.1162
H 5.0116 -5.4233 0.1089
H 5.0608 -5.0606 1.7889
H 5.4838 -6.6942 1.2442
C -5.2071 -6.8019 -9.0878
C -5.4285 -7.8944 -8.0628
O -4.4503 -7.9154 -7.0183
C -3.1572 -8.2988 -7.1859
O -2.6005 -8.7005 -8.1750
O -2.6095 -8.2084 -5.9553
C -1.3408 -8.8002 -5.7132
H -4.2001 -6.6583 -9.4794
H -5.5653 -5.8199 -8.7790
H -5.8623 -7.0464 -9.9239
H -5.5617 -8.7663 -8.7032
H -6.4148 -7.8536 -7.6008
H -1.0565 -8.6619 -4.6701
H -0.5686 -8.2877 -6.2868
H -1.1695 -9.8289 -6.0302
C -0.8252 -3.0524 -1.5587
C -0.0381 -2.2438 -0.6114
C 1.0394 -3.1918 -0.0375
O 0.3391 -4.5177 -0.2260
C -1.0394 -4.3922 -0.7427
H -0.3807 -3.0916 -2.5531
H -1.8165 -2.5992 -1.5559
H -0.6863 -1.8473 0.1702
H 0.4486 -1.3629 -1.0302
H 1.1142 -2.9764 1.0284
H 2.0132 -3.0398 -0.5030
H -1.7442 -4.3070 0.0843
H -1.2633 -5.3226 -1.2646

Atoms 1-6, force components in eV/Å:
C 0.4 -0.4 -0.4
C -1.1 1.0 0.4
O 0.1 0.0 0.8
C -1.0 -1.3 -2.2
O 0.9 0.3 0.4
O -0.3 0.4 2.0

Properties
Multiplicity: 1
Structure (SMILES): CCOC(=O)OC.CCOC(=O)OC.CCOC(=O)OC.CCOC(=O)OC.CCOC(=O)OC.CCOC(=O)OC.CCOC(=O)OC.CCOC(=O)OC.CCOC(=O)OC.C1CCOC1
Energy relative to the best compared isomer or geometry (same formula, charge and spin): 8.1109 eV



# 2
A cluster of 5 separate species, C40H81BrN3O10 in total in a non-equilibrium geometry. Source: OMol25; level of theory: wB97M-V/def2-TZVPD.

CARTESIAN COORDINATES (ANGSTROEM)
C 0.5350 4.4469 0.1680
C -0.6149 4.0709 -0.8277
O -1.1282 2.7383 -0.6142
C -1.7279 2.3283 -1.8774
C -2.8783 1.2906 -1.6749
C -2.4541 -0.2165 -1.7983
C -1.7117 -0.5891 -3.1316
C -0.4992 -1.5775 -2.9135
C 0.4988 -0.9727 -1.8968
N 0.9987 0.2235 -2.1653
N 1.8494 0.7181 -1.3126
C 2.3900 2.0488 -1.7346
C 3.7701 1.8359 -2.4422
C 4.3689 3.2281 -2.8125
N 5.2449 3.2661 -3.9818
O 4.1097 4.2192 -2.2163
C 2.3163 0.2449 -0.1360
C 3.3068 0.9600 0.8211
C 4.8183 0.4911 0.6390
C 5.3510 -0.0300 2.0398
Br 6.0131 2.0240 0.1970
C 1.8230 -1.0851 0.2630
C 2.2332 -1.7735 1.5675
C 1.0359 -1.6345 2.5980
O -0.2338 -1.9145 1.9922
C -1.2734 -1.2727 2.6536
O -1.4916 -0.0987 2.6286
C 0.9131 -1.6691 -0.6935
O 0.3882 -2.9193 -0.4843
C 1.3511 -3.9656 -0.7322
C 1.8795 -4.0573 -2.2080
O 3.2912 -4.3379 -2.2690
C 4.0647 -3.1965 -1.8713
C 5.3284 -2.9710 -2.7705
H 1.4506 4.6603 -0.4407
H 0.7994 3.5760 0.8174
H 0.3367 5.3592 0.7663
H -1.4670 4.7773 -0.6914
H -0.2223 4.1468 -1.8750
H -2.1951 3.2545 -2.3009
H -0.8875 1.9783 -2.5208
H -3.7248 1.5368 -2.3561
H -3.2465 1.4320 -0.6286
H -1.8819 -0.4821 -0.8766
H -3.3985 -0.8191 -1.7792
H -2.4366 -1.1016 -3.8031
H -1.3068 0.2839 -3.6898
H 0.0040 -1.7089 -3.9066
H -0.8241 -2.5922 -2.5948
H 2.4066 2.7781 -0.9048
H 1.7160 2.4841 -2.5107
H 4.4687 1.1600 -1.9080
H 3.5428 1.3288 -3.4185
H 4.7743 2.7735 -4.7507
H 6.0828 2.7051 -3.8020
H 3.2129 2.0639 0.8403
H 3.0231 0.6154 1.8449
H 4.9334 -0.3528 -0.0726
H 4.8758 0.5450 2.8739
H 6.4480 0.1113 2.1497
H 5.1609 -1.1241 2.1669
H 2.4382 -2.8595 1.4783
H 3.1086 -1.3219 2.0771
H 1.2232 -2.3551 3.4328
H 1.0011 -0.5928 3.0016
H -1.9933 -1.9315 3.2056
H 2.2352 -3.9584 -0.0582
H 0.8171 -4.9246 -0.5241
H 1.4013 -4.8986 -2.7676
H 1.7156 -3.1417 -2.8240
H 3.4463 -2.2737 -1.7504
H 4.4534 -3.4295 -0.8394
H 6.2761 -3.0638 -2.1868
H 5.3523 -3.8094 -3.5074
H 5.3094 -2.0050 -3.3285
C -6.2740 -4.4658 -1.9788
C -5.4807 -3.1706 -1.9858
O -6.0673 -2.1404 -1.2088
C -6.2146 -2.4065 0.1769
C -4.8970 -2.6505 0.8904
H -7.3114 -4.2823 -2.2650
H -5.8374 -5.1832 -2.6758
H -6.2833 -4.9267 -0.9889
H -5.4341 -2.7908 -3.0089
H -4.4439 -3.3429 -1.6712
H -6.9087 -3.2394 0.3326
H -6.6887 -1.5238 0.6104
H -4.4165 -3.5689 0.5459
H -5.0571 -2.7417 1.9663
H -4.2015 -1.8279 0.7040
C 0.2501 -1.4264 8.0052
C 1.2337 -0.6562 7.1420
O 0.6947 -0.2444 5.8945
C -0.4211 0.6275 5.9324
C -0.1316 1.9549 6.6104
H -0.1744 -2.2655 7.4500
H 0.7470 -1.8096 8.8976
H -0.5791 -0.7954 8.3308
H 2.0809 -1.3047 6.9084
H 1.6420 0.2038 7.6830
H -1.2811 0.1280 6.3919
H -0.6913 0.8140 4.8914
H 0.0709 1.8273 7.6755
H -0.9857 2.6266 6.5123
H 0.7455 2.4307 6.1662
C 7.3998 5.3278 -1.4583
C 7.3437 6.8261 -1.7004
O 8.5710 7.4881 -1.4515
C 9.6730 7.0869 -2.2482
C 9.4663 7.3192 -3.7351
H 7.7811 5.1141 -0.4565
H 6.4061 4.8907 -1.5591
H 8.0586 4.8292 -2.1736
H 6.6160 7.2668 -1.0163
H 6.9894 7.0465 -2.7132
H 9.9293 6.0408 -2.0456
H 10.5229 7.6841 -1.9131
H 8.6731 6.6843 -4.1354
H 10.3815 7.0959 -4.2861
H 9.1827 8.3561 -3.9263
C -12.2273 -4.9339 0.1112
C -12.3108 -3.6397 0.9021
O -11.1309 -3.3407 1.6300
C -9.9521 -3.1609 0.8664
C -10.0362 -2.0059 -0.1175
H -11.9293 -5.7613 0.7583
H -13.1939 -5.1678 -0.3379
H -11.4932 -4.8666 -0.6947
H -13.1091 -3.7285 1.6410
H -12.5817 -2.7996 0.2531
H -9.6803 -4.0939 0.3585
H -9.1533 -2.9538 1.5822
H -10.7708 -2.1994 -0.9016
H -9.0696 -1.8431 -0.5994
H -10.3362 -1.0875 0.3916

Atoms 1-6, force components in eV/Å:
C 0.5 -0.4 -0.7
C 0.2 0.3 0.6
O 0.3 0.2 -0.9
C -0.7 0.4 0.5
C 0.6 -0.2 0.4
C -0.6 0.3 -0.3

Properties
Net charge: +1
Multiplicity: 1



# 3
A cluster of 10 separate species, C40H82FNO21S in total. Source: OMol25; level of theory: wB97M-V/def2-TZVPD.

CARTESIAN COORDINATES (ANGSTROEM)
C 4.4252 -2.4996 -0.9664
O 5.6601 -2.5794 -1.6876
C 5.7397 -3.6699 -2.5780
C 6.9106 -4.5591 -2.1475
N 7.1743 -5.5578 -3.1886
F 7.3876 -6.8031 -2.5054
C 8.4143 -5.3173 -3.9034
S 8.9766 -6.7581 -4.8013
O 7.8676 -7.3488 -5.4991
O 10.1680 -6.3729 -5.5069
H 4.0254 -3.4759 -0.6859
H 3.6738 -1.9972 -1.5921
H 4.6120 -1.8817 -0.0889
H 4.8220 -4.2659 -2.5714
H 5.9020 -3.2911 -3.5952
H 7.7852 -3.9286 -1.9486
H 6.6211 -5.1009 -1.2468
H 9.2243 -4.9679 -3.2474
H 8.2093 -4.5708 -4.6786
H 9.3356 -7.5628 -3.7790
C -1.1987 -1.6499 0.9581
C -0.7852 -2.1041 -0.4221
O 0.5667 -2.5964 -0.4495
C 0.8791 -3.8656 -0.1399
C -0.1594 -4.7317 0.5227
O 2.0083 -4.2311 -0.3518
H -1.2018 -2.4811 1.6652
H -2.1989 -1.2218 0.9242
H -0.5039 -0.8960 1.3331
H -1.4771 -2.8444 -0.8251
H -0.7778 -1.2588 -1.1065
H -0.0481 -4.6326 1.6029
H 0.0288 -5.7661 0.2465
H -1.1763 -4.4706 0.2384
C -5.9098 -1.3532 0.9513
C -5.6328 -1.9275 -0.4208
O -4.4086 -2.6730 -0.4518
C -4.3364 -3.9735 -0.1116
C -5.4956 -4.6357 0.5832
O -3.3010 -4.5537 -0.3263
H -6.0520 -2.1388 1.6940
H -6.8094 -0.7368 0.9265
H -5.0747 -0.7364 1.2792
H -6.4591 -2.5367 -0.7915
H -5.4798 -1.1183 -1.1330
H -5.3554 -4.5301 1.6593
H -5.4959 -5.6944 0.3292
H -6.4626 -4.2202 0.3119
C -2.6396 1.6281 -5.5137
C -1.6331 1.0235 -4.5603
O -2.0990 1.0370 -3.2049
C -2.8620 0.0554 -2.6854
C -3.4784 -0.9807 -3.5954
O -3.0742 0.0617 -1.5037
H -3.5655 1.0529 -5.5511
H -2.2238 1.6763 -6.5199
H -2.8888 2.6401 -5.1933
H -1.3350 0.0168 -4.8558
H -0.7277 1.6283 -4.5432
H -4.4654 -0.6306 -3.8983
H -3.5923 -1.8970 -3.0192
H -2.8949 -1.2016 -4.4854
C 1.7760 2.6992 -1.2998
C 2.7250 3.0032 -0.1594
O 3.0118 1.8396 0.6325
C 3.9852 0.9631 0.3159
C 4.6414 1.0326 -1.0435
O 4.2574 0.0999 1.1061
H 2.2043 1.9926 -2.0118
H 1.5313 3.6179 -1.8342
H 0.8542 2.2628 -0.9138
H 3.6517 3.4618 -0.5097
H 2.2827 3.7025 0.5462
H 4.0863 0.3884 -1.7246
H 5.6508 0.6402 -0.9516
H 4.6938 2.0335 -1.4647
C -2.2901 -2.5127 6.6011
C -1.8189 -2.1108 5.2192
O -2.8508 -1.4747 4.4594
C -3.1076 -0.1526 4.5277
C -2.4893 0.6649 5.6380
O -3.8727 0.3246 3.7367
H -2.5641 -1.6448 7.2012
H -1.5029 -3.0562 7.1241
H -3.1671 -3.1553 6.5252
H -0.9265 -1.4844 5.2546
H -1.5613 -2.9955 4.6389
H -3.1758 0.6709 6.4843
H -2.3727 1.6832 5.2769
H -1.5194 0.3055 5.9718
C 4.9756 5.9954 5.6609
C 3.8999 4.9897 5.3086
O 3.1676 5.3743 4.1365
C 3.5647 5.0756 2.8856
C 4.9596 4.5525 2.6512
O 2.8006 5.2983 1.9837
H 5.7358 6.0604 4.8822
H 5.4642 5.7111 6.5929
H 4.5401 6.9877 5.7850
H 4.2936 3.9790 5.1972
H 3.1488 4.9529 6.0963
H 5.6179 5.4002 2.4615
H 4.9373 3.9207 1.7670
H 5.3607 3.9682 3.4746
C -2.6547 7.8572 -4.8754
C -2.7653 6.3478 -4.9178
O -1.8410 5.7619 -5.8412
C -0.5710 5.4542 -5.5041
C 0.0060 5.9838 -4.2107
O 0.0848 4.8065 -6.2723
H -1.6785 8.1791 -4.5127
H -3.4184 8.2724 -4.2175
H -2.7916 8.2704 -5.8745
H -2.6561 5.8999 -3.9291
H -3.7448 6.0539 -5.2919
H 0.4909 6.9383 -4.4133
H 0.7570 5.2769 -3.8685
H -0.7215 6.1170 -3.4144
C -5.7731 -9.4349 -3.8570
C -4.7969 -9.2497 -2.7148
O -5.2528 -8.2795 -1.7654
C -6.0713 -8.5845 -0.7430
C -6.7696 -9.9229 -0.7151
O -6.2689 -7.7457 0.0952
H -6.7282 -9.8312 -3.5112
H -5.3628 -10.1252 -4.5942
H -5.9656 -8.4787 -4.3432
H -4.5623 -10.1915 -2.2171
H -3.8567 -8.8444 -3.0842
H -7.7322 -9.8187 -1.2150
H -6.9449 -10.1873 0.3241
H -6.2123 -10.7284 -1.1858
C 0.5546 8.6654 3.6642
C 1.4994 8.0947 4.6999
O 2.1714 9.1185 5.4493
C 1.6379 9.6901 6.5472
C 0.1770 9.4656 6.8660
O 2.3294 10.4101 7.2134
H -0.2564 9.2331 4.1221
H 0.1213 7.8593 3.0720
H 1.0951 9.3378 2.9980
H 1.0001 7.3946 5.3716
H 2.2943 7.5439 4.2097
H -0.4033 10.2588 6.3956
H 0.0555 9.5390 7.9434
H -0.2108 8.5043 6.5396

Atoms 1-6, force components in eV/Å:
C 0.1 0.3 -0.3
O 0.0 -0.3 0.1
C 0.1 0.1 0.0
C -0.3 0.1 -0.2
N -0.1 -0.2 -0.1
F 0.2 0.1 0.1

Properties
Multiplicity: 1
Structure (SMILES): COCCN(F)C[SH](=O)=O.CCOC(C)=O.CCOC(C)=O.CCOC(C)=O.CCOC(C)=O.CCOC(C)=O.CCOC(C)=O.CCOC(C)=O.CCOC(C)=O.CCOC(C)=O
Energy relative to the best compared isomer or geometry (same formula, charge and spin): 0.0000 eV



no.,total energy (eV),gap between HOMO and LUMO (eV)
1,-100101.9001,9.65
2,-137769.8663,7.00
3,-100846.9627,9.67